2 unconnected molecules or ions with the total composition Cl3HN2. Source: OMol25; level of theory: the ωB97M-V functional and the def2-TZVPD basis.

Each line ends with the Löwdin charge.
Element x y z (Å)
N -0.98 -0.73 -0.79  -0.46
N 2.35 0.11 -0.58  -1.01
Cl -0.37 -2.26 -0.57  0.46
Cl 3.00 -0.90 0.62  0.47
Cl 3.00 1.59 -0.67  0.55
H -0.34 -0.21 -1.49  -0.01

- E_HOMO (spin up / spin down) (hartree) = -0.3661 / -0.3697
- energy above the lowest of the compared OMol25 structures with the same formula, charge and spin (eV) = 1.656
- total charge = 0
- maximum force (eV/A) = 1.85
- Kohn-Sham gap (spin up / spin down) (eV) = 8.3659 / 9.2166